# 1
Entry from the OMol25 dataset: a single C4H10N2O2 molecule (ωB97M-V with the def2-TZVPD basis set).

XYZ file:
```
18
C4H10N2O2 (ωB97M-V with the def2-TZVPD basis set)
C -1.368 0.378 0.948
C -0.278 -0.131 0.015
C -0.388 0.424 -1.407
N -1.592 -0.146 -2.035
N 1.029 0.235 0.545
C 1.803 -0.626 1.242
O 1.584 -1.796 1.427
O 2.881 0.033 1.716
H -2.319 -0.110 0.697
H -1.537 1.448 1.034
H -1.157 -0.105 1.910
H -0.330 -1.171 -0.118
H -0.423 1.506 -1.438
H 0.503 0.166 -1.992
H -1.879 0.365 -2.851
H -1.457 -1.137 -2.142
H 1.308 1.195 0.474
H 3.621 -0.530 1.974
```

- LUMO level: 0.77 eV
- F_max: 2.67 eV/A
- HOMO energy: -0.343 hartree
- Calculated total energy: -11386.045 eV
- 2S+1: 1
- SMILES: C[C@@H](CN)NC(=O)O


# 2
Entry from the OMol25 dataset: C4H5NO3 as an isolated structure (ωB97M-V with the def2-TZVPD basis set).

XYZ file:
```
13
C4H5NO3 (ωB97M-V with the def2-TZVPD basis set)
C -0.779 -1.371 -0.599
C 0.210 -0.470 -0.390
C -2.172 -0.899 -0.236
C 2.075 0.832 0.251
N -0.761 0.707 0.731
O -3.228 -1.422 -0.397
O -2.038 0.317 0.367
O 1.495 -0.305 -0.305
H -0.763 -2.285 -1.021
H 3.073 0.696 0.055
H 1.945 0.910 1.352
H 1.486 1.685 -0.063
H -0.545 1.604 0.255
```

- LUMO level: 0.35 eV
- F_max: 5.71 eV/A
- HOMO energy: -0.355 hartree
- Calculated total energy: -11857.129 eV
- 2S+1: 1


It is found that the molecular weight values, taken in the order of the records, are 118.136, 115.088 g mol⁻¹.